ORCA calculation (ωB97M-V/def2-TZVPD) on a cluster of 10 separate species, H20O10 in total at a distorted geometry.

```
30
H20O10, DFT ωB97M-V/def2-TZVPD
O 1.042 -1.160 0.745
H 0.786 -0.242 0.542
H 0.333 -1.644 1.177
O 1.239 0.392 -3.085
H 1.969 0.051 -2.491
H 1.747 0.735 -3.822
O -0.210 1.782 0.766
H -0.416 1.689 -0.172
H 0.397 2.524 0.929
O -2.723 -0.865 -0.871
H -2.055 -1.354 -1.406
H -2.317 -0.936 -0.030
O -1.362 -1.231 2.158
H -2.009 -1.861 2.374
H -1.627 -0.366 2.519
O -0.967 1.688 -1.670
H -0.448 0.945 -2.055
H -1.854 1.382 -1.872
O 2.018 0.593 3.021
H 1.472 0.308 3.766
H 1.796 -0.101 2.379
O -1.332 1.203 3.553
H -2.129 1.761 3.748
H -1.075 1.454 2.614
O 3.174 -1.080 -0.967
H 2.526 -1.268 -0.252
H 4.029 -1.289 -0.594
O -0.845 -1.112 -3.352
H -1.148 -1.368 -4.224
H -0.011 -0.632 -3.427
```

Computed properties:
Highest occupied orbital energy, eV: -10.81
Kohn-Sham gap, eV: 11.15
Multiplicity: 1
SMILES: O.O.O.O.O.O.O.O.O.O
E_LUMO, eV: 0.34
Net charge: 0
Molecular weight, g mol⁻¹: 180.15
ΔE to the lowest compared entry with this formula, charge and spin, kcal/mol: 39.4
Strongest force on any atom, Eh/bohr: 0.042

Atomic partial charges in e from the Mulliken method, atoms 1 to 8: -0.71 0.37 0.24 -0.65 0.33 0.27 -0.63 0.37